[1]
16
Properties=species:S:1:pos:R:3:forces:R:3 method="wB97M-V/def2-TZVPD" charge=+1 homo_energy_ev=-13.16
N -1.2430 0.7779 -1.2319 0.2 -0.7 0.0
H -0.4197 -0.5711 2.1961 1.6 -0.2 3.6
C 1.2384 -1.2174 -1.0188 -0.6 -2.3 2.4
H -0.8138 1.5981 1.8309 0.2 -0.2 -0.6
H -1.3222 2.5621 -0.2035 0.8 0.3 0.1
H -1.2211 1.1044 -2.1760 -0.2 0.9 -0.1
H -0.5194 -1.0666 0.6694 0.4 0.5 -0.6
H 0.8965 -0.4296 -1.6218 0.5 1.3 -0.6
Br 2.5673 0.5432 0.7622 0.3 0.0 -0.1
H 2.1173 -1.9757 0.9176 -0.4 1.7 -1.9
C 1.9286 -1.1157 0.1449 -0.6 -1.5 -0.3
N -0.7582 1.0110 0.9935 0.3 -1.5 2.4
N -0.7653 -0.3696 1.3460 -2.6 1.8 -3.5
C -0.9993 1.5306 -0.1498 -1.6 -1.1 -1.6
H 0.6265 -2.1448 -1.2205 1.3 0.6 0.2
H -1.3127 -0.2368 -1.2383 0.2 0.4 0.6

---

[2]
21
Properties=species:S:1:pos:R:3:forces:R:3 method="wB97M-V/def2-TZVPD" charge=+1 homo_energy_ev=-13.01
H 2.5975 -0.0223 -1.0147 0.1 0.3 0.0
C -1.8287 -1.6820 -0.9968 0.0 -1.1 -0.8
H 1.1549 2.3778 3.3197 -0.3 -0.5 0.1
H 1.6251 0.5219 3.2148 0.4 0.5 -0.1
H -1.7687 -1.6163 -3.0849 0.5 -0.2 0.1
H -2.0778 -2.1514 -0.0319 0.7 0.1 -0.6
C 1.2496 1.4449 2.7524 -1.9 0.6 -3.4
C 2.3463 0.8267 -0.3669 -0.4 -0.5 0.2
H 1.9418 -0.3555 1.4406 0.1 0.0 -0.3
H -2.3127 1.5622 -0.2386 0.5 -0.5 0.4
H 0.6047 -0.3331 0.2806 0.4 0.5 0.2
N -1.8888 -0.2866 -1.0265 -0.7 1.5 0.6
H 1.8557 1.6189 -0.9591 0.3 -0.3 0.3
H -1.3708 -3.2723 -2.3344 -0.5 -0.4 0.0
H -2.1302 0.0319 0.9340 -0.2 0.3 0.4
C 1.4090 0.2935 0.7353 -0.9 0.4 0.1
C -2.1022 0.5026 -0.0346 -0.1 -0.1 -0.8
C -1.6514 -2.2467 -2.2023 0.0 0.5 0.9
N 0.8163 1.4611 1.4901 2.4 -1.1 3.0
H 3.2776 1.2019 0.0696 -0.3 0.1 -0.1
H -1.7473 0.1228 -1.9467 -0.2 0.1 0.0

---

[3]
12
Properties=species:S:1:pos:R:3:forces:R:3 method="wB97M-V/def2-TZVPD" smiles="C=CSCC=O" homo_energy_ev=-9.08
H 1.9998 -1.7638 0.1667 0.2 0.3 -0.1
H -0.8260 -1.4438 0.4972 0.4 0.1 0.2
H 1.2439 0.8126 -1.3036 0.2 -0.1 0.6
S 0.4577 0.5773 1.0381 -0.1 -0.5 0.1
C -1.7300 0.1982 -0.3613 -0.4 0.6 -2.2
H -2.5339 0.8858 -0.1279 -0.5 0.5 0.2
C -1.0697 -0.4193 0.7922 0.4 -1.4 0.3
H 2.5887 -1.1510 -1.4532 0.6 -0.4 -1.4
C 2.0032 -0.9901 -0.6042 0.0 -0.9 1.7
H -1.7124 -0.5249 1.6953 0.6 0.7 -0.5
C 1.3440 0.1233 -0.4546 -1.1 1.3 -0.4
O -1.4209 0.0594 -1.5397 -0.2 -0.3 1.6

---

[4]
79
Properties=species:S:1:pos:R:3:forces:R:3 method="wB97M-V/def2-TZVPD" charge=+3 homo_energy_ev="-14.35 / -15.88" multiplicity=5 s_squared=6.034
Rh -0.2729 0.2578 -0.7704 0.9 0.2 2.4
H 1.2036 3.8768 -2.9999 -0.1 -0.4 0.2
H -3.0263 0.4821 1.9899 0.0 0.3 0.0
H 0.5934 2.5348 1.4835 0.4 0.1 -0.1
H 3.5764 2.0117 -1.0257 0.0 -0.4 0.1
H 0.5499 -4.4539 -1.2935 0.7 0.3 -0.2
H 2.3065 0.1038 2.7813 0.0 -0.1 -0.4
C -0.5744 -2.1142 -3.6229 0.1 0.0 0.3
C -2.2304 3.0104 -0.8251 0.0 0.0 0.1
H -0.4020 -2.8873 3.6532 0.0 0.0 -0.1
H -0.5303 -2.7660 0.8766 0.0 0.1 0.3
C -2.9501 1.4794 1.5322 0.5 -0.3 0.2
H -0.6493 1.2047 -4.7812 0.0 0.3 0.3
H 1.8853 3.2407 0.4819 0.0 -0.2 0.4
H -2.2116 3.0135 -1.9232 0.0 0.1 0.4
C 1.7430 0.7707 -3.6246 -0.2 -0.1 0.0
N -0.3507 -0.7275 3.4588 -0.1 -0.5 -2.1
P 0.4201 1.5819 -2.6226 0.1 0.2 -0.8
H -0.3872 1.1640 2.4055 0.1 -0.7 0.0
C -0.1713 1.6298 6.2841 0.3 0.1 -0.5
H 2.1620 3.0943 -1.7333 -0.4 -0.2 -0.3
C -0.3993 -2.0402 2.9883 -0.1 0.6 -0.3
H -0.3697 -1.2985 8.0476 0.1 0.3 -0.4
H 2.2379 -5.2749 -1.3894 -0.8 0.5 0.6
H -3.0874 3.6003 -0.4669 0.1 -0.2 -0.2
H -1.3103 3.4826 -0.4480 -0.4 -0.2 -0.1
C 2.7467 -0.1411 1.8038 -0.5 -0.5 0.1
C -0.0052 1.2935 8.6897 0.2 0.9 2.5
C -0.3188 -0.6381 7.1757 0.3 0.2 -0.3
C -0.1944 1.1265 4.9858 -0.2 -0.4 0.5
S 0.2013 -1.4700 -2.1891 -1.2 -0.6 -0.8
C -0.3549 -1.1641 5.8752 -0.1 0.5 0.0
C 1.6486 2.4393 1.1950 0.1 -0.1 -0.2
H 0.5580 3.7062 -1.3583 0.0 -0.1 -0.3
H 2.2805 2.5280 2.0864 -0.1 0.2 -0.2
H -2.4202 -1.0285 -4.2213 0.4 -0.4 0.0
H 2.3638 0.0713 -3.0608 -0.1 0.2 0.0
H -4.6979 0.8601 -0.7747 0.2 -0.1 -0.3
H 4.3499 0.8044 0.0390 -0.3 0.2 -0.4
H -2.2439 2.1025 2.1094 -0.4 -0.3 -0.2
N -0.4617 -0.6447 1.2440 0.0 0.1 -0.2
C -0.3874 0.0808 2.3575 -0.1 -0.9 0.5
C -1.9359 -2.6474 -5.5736 -0.2 1.0 0.9
H -1.2804 -4.3711 -6.7044 -0.2 0.2 -0.2
N 0.1537 1.7359 9.7612 -0.4 -1.0 -2.4
H -1.8260 1.9409 -3.6977 0.0 0.0 0.1
H -3.6880 -0.6328 -0.8286 -0.2 0.5 -0.1
C -0.1706 0.7523 7.3714 -0.3 -0.5 -0.3
H 2.1941 -2.7649 0.1920 0.4 -0.5 0.2
C 2.3312 -3.2524 -0.7742 1.9 3.9 1.2
P -2.3407 1.2953 -0.1988 -1.3 0.7 -0.9
C -1.7248 -1.8489 -4.4336 0.0 0.0 -0.5
C -1.0817 -3.7039 -5.8784 0.7 -0.8 0.1
C 3.4786 1.0039 -0.6050 0.0 -0.1 0.0
H 3.0634 -2.7552 -1.4142 -0.3 0.2 -0.1
H 3.8158 0.1219 1.8418 -0.5 0.0 -0.1
C -0.7786 1.9617 -3.9940 0.1 -0.1 0.2
H -3.5640 0.5421 -2.1741 -0.2 0.0 0.5
H 1.2234 0.1939 -4.4035 0.3 0.2 0.1
C 1.6460 -4.3474 -1.1764 -1.7 -4.5 -1.4
H -3.9511 1.9546 1.5810 0.5 -0.2 -0.5
H -2.7683 -2.4573 -6.2544 0.1 0.1 0.4
H -0.1211 2.7143 6.4315 0.1 -0.5 0.1
H -0.1408 1.8360 4.1521 0.0 -0.4 0.5
P 1.9544 0.7872 0.4150 1.0 1.0 -0.3
C 0.2716 -3.1936 -3.9896 0.7 -0.4 -0.2
H 2.3948 1.5245 -4.0853 -0.3 -0.1 0.0
C 0.0450 -3.9753 -5.1003 -0.1 0.5 0.6
C -0.2977 -0.2660 4.7957 0.2 0.7 1.1
C -0.4765 -1.9753 1.6170 0.1 0.2 0.5
H 3.4656 0.2562 -1.4104 0.2 0.3 0.3
C 1.1456 3.2004 -2.1320 -0.1 0.3 0.1
H 2.6733 -1.2184 1.6247 0.0 0.1 0.2
H 0.7616 -4.7593 -5.2999 -0.2 -0.1 -0.3
C -3.7284 0.4448 -1.0855 0.1 0.2 0.3
H -0.4395 -2.2486 5.7091 0.0 0.7 0.2
H 1.1477 -3.3950 -3.3592 -0.4 0.0 -0.4
H -1.7089 -0.3101 -0.9177 0.2 -0.2 -0.6
H -0.5621 2.9542 -4.4150 0.0 -0.3 0.1

---

Asked for ΔE to the lowest compared entry with this formula, charge and spin across the records above, the calculation gives 37.5 78.7 40.9 46.0 kcal/mol in order.